ORCA calculation (wB97M-V/def2-TZVPD) on a single C5H7NO molecule.

The geometry in ORCA input format:
```
! wB97M-V def2-TZVPD RIJCOSX def2/J DEFGRID3
* xyz 0 1
O 2.9184 -1.2701 0.8166
C 2.5303 -0.3754 -0.2039
C 1.1212 0.0426 -0.1217
C -0.0204 0.4185 -0.0100
C -1.3829 0.8896 0.1054
C -2.4525 0.1994 -0.6615
N -2.3878 0.0683 0.7869
H 2.6888 -0.8625 1.6611
H 3.1638 0.5227 -0.2101
H 2.7218 -0.8942 -1.1464
H -1.4896 1.9524 0.3024
H -2.1364 -0.6324 -1.2890
H -3.2887 0.7777 -1.0421
H -1.9858 -0.8365 1.0125
*
```

Values from the calculation:
Electronic energy = -324.60186 Ha
F_max = 0.5 eV/A
ΔE to the lowest compared entry with this formula, charge and spin = 76.9 kcal/mol
Highest occupied orbital energy = -9.34 eV
Orbital gap = 10.1834 eV

Atom charges from the Löwdin analysis, given in e for atoms 1 to 2:
1. O -0.06
2. C -0.28



ORCA calculation (wB97M-V/def2-TZVPD) on a molecular structure, C23H16BrCoN4O9 at a distorted geometry.

The geometry in ORCA input format:
```
! wB97M-V def2-TZVPD RIJCOSX def2/J DEFGRID3
* xyz 0 1
Co -0.7735 -0.0954 -0.9385
O 1.3163 -4.2950 1.5595
C 0.0511 -4.6841 1.2180
C -0.4018 -5.9812 1.4345
C -1.6992 -6.3242 1.0957
C -2.5550 -5.3797 0.5421
C -2.0936 -4.0922 0.3296
C -0.7927 -3.7307 0.6592
C -0.3106 -2.3228 0.4119
O -0.7885 -1.8515 -0.7941
N -0.8291 -1.4180 1.4530
N -1.1149 -0.1906 1.0262
C -1.4070 0.7597 1.8312
C -1.7627 2.0915 1.3689
Br -2.0047 2.1965 -0.5038
C -1.8491 3.1489 2.1716
C -2.1334 4.5612 1.8711
C -3.0859 4.9734 0.9410
C -3.2782 6.3225 0.6875
C -2.5225 7.2749 1.3566
C -1.5913 6.8745 2.3052
C -1.4092 5.5273 2.5694
H 1.8163 -5.0565 1.8666
H 0.2658 -6.7172 1.8693
H -2.0436 -7.3354 1.2698
H -3.5679 -5.6488 0.2753
H -2.7352 -3.3446 -0.1194
H 0.7825 -2.2951 0.4519
H -0.5851 -1.5589 2.4219
H -1.4000 0.5906 2.9054
H -1.6073 2.9360 3.2109
H -3.7047 4.2448 0.4358
H -4.0252 6.6303 -0.0325
H -2.6676 8.3266 1.1480
H -1.0098 7.6121 2.8424
H -0.6864 5.2162 3.3145
O 0.0128 -0.2621 -4.7045
C 0.2167 -0.1394 -3.5235
O -0.7618 0.1609 -2.6748
C 1.5896 -0.2685 -2.9371
C 2.6281 -0.5199 -3.8160
C 3.9222 -0.6133 -3.3469
C 4.2106 -0.4905 -2.0038
C 3.1743 -0.2722 -1.1261
C 1.8387 -0.1116 -1.5604
O 0.9261 0.2236 -0.6836
N 3.5320 -0.2234 0.3063
O 2.6997 -0.5544 1.1270
O 4.6751 0.0933 0.5766
N 5.0228 -0.8594 -4.2886
O 6.1451 -0.9496 -3.8284
O 4.7413 -0.9663 -5.4649
H 2.4079 -0.6301 -4.8684
H 5.2220 -0.5820 -1.6385
*
```

Values from the calculation:
Electronic energy = -5738.80681 Ha
F_max = 1.6 eV/A
Highest occupied orbital energy (alpha / beta) = -8.94 / -8.93 eV
Orbital gap (alpha / beta) = 7.7206 / 7.7456 eV

Atom charges from the Löwdin analysis, given in e for atoms 1 to 2:
1. Co 0.56
2. O 0.06



> Number 1 is which compound?

C5H7NO



> What is the F_max in the second record?

1.6 eV/A



Please write out number 1 again, unchanged.
ORCA calculation (wB97M-V/def2-TZVPD) on a single C5H7NO molecule.

The geometry in ORCA input format:
```
! wB97M-V def2-TZVPD RIJCOSX def2/J DEFGRID3
* xyz 0 1
O 2.9184 -1.2701 0.8166
C 2.5303 -0.3754 -0.2039
C 1.1212 0.0426 -0.1217
C -0.0204 0.4185 -0.0100
C -1.3829 0.8896 0.1054
C -2.4525 0.1994 -0.6615
N -2.3878 0.0683 0.7869
H 2.6888 -0.8625 1.6611
H 3.1638 0.5227 -0.2101
H 2.7218 -0.8942 -1.1464
H -1.4896 1.9524 0.3024
H -2.1364 -0.6324 -1.2890
H -3.2887 0.7777 -1.0421
H -1.9858 -0.8365 1.0125
*
```

Values from the calculation:
Electronic energy = -324.60186 Ha
F_max = 0.5 eV/A
ΔE to the lowest compared entry with this formula, charge and spin = 76.9 kcal/mol
Highest occupied orbital energy = -9.34 eV
Orbital gap = 10.1834 eV

Atom charges from the Löwdin analysis, given in e for atoms 1 to 2:
1. O -0.06
2. C -0.28